Molecular formula: C8H16CdN2PS
Method: DFT, ωB97M-V with the def2-TZVPD basis set

XYZ file:
```
29
Properties=species:S:1:pos:R:3:forces:R:3:nbo_charge:R:1
C -1.85041 2.30915 -0.11697 0.33 -0.24 0.89 -0.38
C -0.85994 3.29828 0.15279 0.06 -1.04 0.60 -0.37
C -0.36524 3.06334 1.47964 -0.80 0.36 -0.33 -0.36
C -1.13546 2.02915 2.07136 0.10 -0.27 -1.06 -0.37
C -2.01450 1.50630 1.07013 0.51 0.80 -0.30 -0.39
Cd -0.49878 -1.65672 -0.20504 -2.27 -0.62 1.05 0.17
P -0.09048 -1.42922 -2.66194 0.64 0.60 -1.75 -0.09
H -2.37660 2.15547 -1.06047 0.07 0.12 0.23 0.18
H -0.51190 4.06435 -0.53593 0.00 -0.15 0.08 0.17
H 0.42667 3.63364 1.97004 -0.28 -0.08 -0.09 0.17
H -2.66584 0.63766 1.17748 0.05 0.34 0.00 0.19
H -1.04797 1.66393 3.09111 0.08 -0.02 -0.16 0.18
H 1.33507 -1.42137 -2.86588 -0.49 0.09 -0.40 -0.01
H -0.45190 -0.14284 -3.20813 0.30 -0.63 -0.27 0.04
H -0.48933 -2.38113 -3.66209 0.22 0.52 0.03 0.01
C 3.50705 -3.34610 -0.43046 0.24 0.26 -0.06 -0.42
N 3.15332 -2.61974 0.80208 0.69 0.12 -0.68 -0.65
C 1.92163 -2.77913 1.36147 -1.22 2.02 1.85 0.25
S 0.93480 -1.41823 1.78494 2.20 -1.24 0.66 -0.31
N 1.46522 -4.02855 1.59884 0.05 -0.65 0.49 -0.63
C 2.40130 -5.11692 1.96589 -0.49 0.29 -0.24 -0.42
H 3.04394 -4.34152 -0.45650 0.11 0.43 0.02 0.21
H 4.60028 -3.45181 -0.48101 -0.30 -0.08 0.02 0.19
H 3.18680 -2.76166 -1.30289 0.00 -0.36 0.01 0.19
H 3.43664 -1.63481 0.78808 -0.38 -0.65 -0.01 0.41
H 0.59492 -4.02506 2.14615 0.60 0.12 -0.75 0.42
H 2.20737 -5.38489 3.00870 0.21 -0.06 -0.09 0.20
H 2.23979 -6.00068 1.33656 0.07 0.18 0.11 0.19
H 3.43274 -4.76484 1.85175 -0.30 -0.12 0.12 0.21
```
Positions in Å, forces in eV/Å.

## Properties
HOMO level (spin up / spin down), Eh: -0.0643 / -0.0625
Total charge: -1
HOMO-LUMO gap (spin up / spin down), eV: 4.296 / 4.239

***

Molecular formula: C8H16Cl8F10Mg2N5O20S10
Method: DFT, ωB97M-V with the def2-TZVPD basis set

XYZ file:
```
79
Properties=species:S:1:pos:R:3:forces:R:3:lowdin_charge:R:1
Mg -1.80013 0.26334 -2.47810 -4.06 -3.39 1.34 0.59
Mg 2.90266 0.41126 -0.90788 -0.52 1.95 -0.35 0.78
N -0.55302 1.38662 -3.11818 6.92 -0.73 -3.02 -0.26
S 1.04157 0.81560 -3.62978 -0.97 -6.25 0.08 0.74
O 2.07521 0.74386 -2.58249 -1.73 0.97 -2.24 -0.32
O 1.36900 0.96733 -5.00809 0.16 0.92 1.70 -0.15
F 0.46204 -0.69635 -3.55330 0.92 1.14 0.03 -0.15
S -0.09310 2.83242 -3.30230 -3.56 7.89 1.37 0.43
O -0.15996 3.42353 -4.61169 0.19 -1.17 1.34 -0.22
O 0.91951 3.25157 -2.38281 0.72 -0.84 -0.65 -0.31
F -1.38187 3.31380 -2.49257 -0.41 0.78 -0.69 -0.15
N 1.43014 0.68779 0.19283 -4.20 -3.95 1.51 -0.32
S 0.02886 -0.33386 0.42293 -1.12 -5.78 -5.13 0.69
O -0.99567 -0.18977 -0.66421 2.85 0.62 3.78 -0.30
O -0.31739 -0.82242 1.71101 0.31 1.66 -0.76 -0.16
F 0.89819 -1.50573 -0.23048 -0.44 0.23 0.26 -0.20
S 0.74811 1.83803 0.87590 0.48 9.61 5.02 0.47
O 0.83406 1.92468 2.35651 -0.50 -0.99 -3.61 -0.26
O -0.38123 2.44889 0.21696 0.64 -1.62 0.77 -0.21
F 1.96012 2.79156 0.41903 0.56 0.84 0.06 -0.20
N -5.44819 -0.98253 -2.61624 1.48 1.95 -4.81 -0.19
S -4.83308 -0.13783 -3.97841 -2.23 -1.77 -4.05 0.62
O -3.38507 0.01724 -3.97009 -0.97 0.15 -1.19 -0.33
O -5.67700 0.92920 -4.49996 1.80 -1.31 1.19 -0.25
F -5.11717 -1.29782 -5.05243 0.69 0.56 0.97 -0.17
S -5.06296 0.20609 -1.73186 0.81 0.23 6.88 0.50
O -5.92773 1.35380 -1.65754 1.50 -0.79 -0.15 -0.23
O -3.56362 0.40246 -1.60581 -3.17 0.79 0.94 -0.38
F -5.39175 -0.66022 -0.42621 0.40 1.20 0.04 -0.21
N 3.96032 -0.97857 -1.28329 3.81 -6.12 0.89 -0.34
S 4.32375 -2.47159 -0.53246 0.18 -1.48 7.24 0.58
O 5.69999 -2.62363 -0.03472 -2.93 0.99 -1.54 -0.24
O 3.58527 -3.64699 -0.82094 0.40 0.34 -1.96 -0.21
F 3.46203 -2.00192 0.72303 0.39 0.63 0.79 -0.21
S 4.77295 -1.44971 -2.55120 1.69 4.18 -7.57 0.52
O 3.90786 -2.14974 -3.46543 1.43 -0.74 1.30 -0.21
O 6.22447 -1.57807 -2.48422 -2.99 -0.59 0.37 -0.22
F 4.62620 0.03724 -3.19137 0.51 0.28 -0.02 -0.21
N -3.94368 -3.29189 -1.76287 5.67 0.28 -1.42 -0.21
S -3.19727 -3.87094 -0.46308 -3.78 -2.71 3.93 0.49
O -2.18571 -3.10138 0.20820 0.43 -0.28 -0.89 -0.31
O -3.12021 -5.34257 -0.50841 0.03 3.03 0.66 -0.29
F -4.49448 -3.43692 0.46764 0.84 -1.15 -0.30 -0.24
S -2.36410 -3.17698 -2.55847 -1.70 4.43 -2.74 0.69
O -1.34230 -4.15589 -2.41765 -0.32 0.38 0.13 -0.24
O -1.85678 -1.70932 -2.63727 -1.20 -4.67 0.19 -0.40
F -2.97894 -3.40499 -4.01029 0.63 0.39 0.48 -0.17
Cl 0.95107 -4.18522 0.98769 -0.74 0.34 0.31 0.68
C 2.21266 -4.90866 1.92620 1.18 -2.72 0.25 -0.70
C 1.80814 -5.97697 2.98316 -0.99 0.79 -0.27 -0.60
Cl 0.86413 -7.35359 2.26348 0.35 0.59 0.17 0.50
H 2.93225 -4.22048 2.36971 -0.37 0.30 -0.04 0.08
H 2.74589 -5.55131 1.22565 0.42 0.48 -0.31 0.05
H 1.16565 -5.50491 3.72644 0.00 -0.31 0.13 0.06
H 2.66969 -6.44990 3.45452 0.06 0.36 -0.14 0.06
Cl 3.01195 4.50841 -3.91546 0.36 0.23 -0.43 0.62
C 2.57664 6.02862 -3.11416 0.32 0.60 0.34 -0.63
C 2.80782 5.92283 -1.60611 -0.13 -0.49 0.23 -0.64
Cl 4.53213 6.13067 -1.18098 0.32 0.38 -0.08 0.53
H 1.58722 6.37024 -3.41820 -0.34 -0.69 0.41 0.08
H 3.20074 6.82280 -3.52389 0.37 -0.21 0.09 0.06
H 2.64353 4.93096 -1.18504 -0.64 0.06 -0.52 0.03
H 2.22374 6.62491 -1.01109 0.11 0.18 -0.29 0.08
Cl -3.75294 0.22619 1.84424 0.00 0.29 0.26 0.65
C -3.11180 0.45592 3.48131 1.98 -1.23 0.19 -0.69
C -3.68594 -0.57917 4.46923 0.80 1.12 -0.50 -0.69
Cl -5.30953 -0.13072 4.82836 -1.91 0.17 0.55 0.58
H -2.96364 1.50259 3.74709 -1.41 0.07 0.33 0.06
H -2.04747 0.22292 3.44933 0.20 -0.56 -0.48 0.02
H -3.15451 -0.56221 5.42075 0.28 -0.03 -0.20 0.06
H -3.68854 -1.58511 4.04951 0.19 0.20 -0.11 0.07
Cl 2.41974 1.79926 7.68124 0.66 -0.86 0.51 0.53
C 1.59152 3.15578 6.91582 -0.89 -1.30 -0.53 -0.63
C 0.91475 2.60793 5.60004 0.90 2.26 0.44 -0.67
Cl -0.55900 1.59630 5.74180 1.14 0.30 0.14 0.58
H 2.39289 3.85787 6.68566 -0.48 0.23 -0.20 0.07
H 0.93762 3.47801 7.72618 -0.24 0.51 -0.65 0.06
H 1.75982 2.25627 5.00818 -0.48 -1.27 0.08 0.06
H 0.66377 3.48082 4.99740 -0.65 0.10 0.19 0.06
```
Positions in Å, forces in eV/Å.

## Properties
HOMO level, Eh: -0.2790
Total charge: -1
HOMO-LUMO gap, eV: 6.848

***

Molecular formula: C8H16ClFS
Method: DFT, ωB97M-V with the def2-TZVPD basis set

XYZ file:
```
27
Properties=species:S:1:pos:R:3:forces:R:3:nbo_charge:R:1
C 1.94454 -0.11795 -1.34730 -0.57 1.29 -1.15 -0.70
C 1.55315 -1.67060 0.65776 -2.38 0.87 -1.22 -0.69
C 2.54499 0.67539 0.91843 1.87 -1.13 0.67 -0.69
C -2.96855 0.80908 0.50026 -1.02 2.33 -2.40 -0.63
C -1.62045 0.12534 -1.59614 0.32 -0.43 -0.96 -0.64
C 1.74772 -0.23913 0.09491 2.36 -2.26 0.21 0.13
C -1.68448 0.13780 -0.07124 -0.68 -2.36 1.07 -0.28
C -0.42509 0.69533 0.57318 -3.55 1.74 1.68 0.51
F -0.48569 0.54615 1.97480 0.55 0.50 -2.30 -0.38
S -1.78775 -1.69281 0.34705 -0.79 0.19 1.02 -0.05
Cl -0.27198 2.39379 0.05556 0.54 -0.63 0.62 -0.04
H 1.47383 -0.98410 -1.72759 0.18 -1.31 -1.10 0.21
H 1.36354 0.69235 -1.94629 1.30 -0.56 1.28 0.21
H 3.05699 -0.05882 -1.52522 -1.05 -0.04 -0.46 0.22
H 2.48920 -2.25123 0.72543 -0.23 0.19 -0.08 0.22
H 0.72533 -2.24991 -0.02915 2.30 1.22 1.98 0.22
H 1.14153 -1.45806 1.68125 0.24 -0.97 -0.76 0.22
H 2.70844 0.23286 1.92553 -0.01 0.40 -0.48 0.21
H 3.58062 0.78760 0.42079 -1.31 0.19 0.78 0.20
H 2.08977 1.62195 1.06034 -0.16 1.19 0.04 0.22
H -3.22645 0.67503 1.53891 0.63 -0.12 0.39 0.23
H -3.91406 0.51971 -0.05759 1.34 -0.17 0.36 0.23
H -2.90264 1.95437 0.24650 -0.03 -1.98 0.79 0.22
H -1.86915 1.12359 -1.85953 -0.46 0.90 -0.77 0.22
H -2.29006 -0.60502 -2.14957 0.53 0.90 1.18 0.24
H -0.60457 -0.01869 -2.02343 -0.55 -0.14 0.67 0.23
H -2.36873 -1.64401 1.61231 0.61 0.17 -1.08 0.14
```
Positions in Å, forces in eV/Å.

## Properties
HOMO level (spin up / spin down), Eh: -0.2273 / -0.3357
2S+1: 3
Expectation value of S²: 2.007
HOMO-LUMO gap (spin up / spin down), eV: 6.830 / 7.581

***

Molecular formula: C8H16ClFeO20S4
Method: DFT, ωB97M-V with the def2-TZVPD basis set

XYZ file:
```
50
Properties=species:S:1:pos:R:3:forces:R:3:nbo_charge:R:1
Fe -2.53235 2.87524 -1.81395 2.71 -1.21 1.93 1.72
Cl -0.43811 1.42674 -0.47073 0.06 -3.60 2.18 2.52
O 0.68726 1.60126 0.36082 -0.06 -0.08 -1.31 -0.67
O -0.35303 2.04300 -1.79204 -0.83 1.50 -1.80 -0.89
O -0.92389 0.08361 -0.60151 1.33 0.55 -0.47 -0.77
O -1.55010 2.11924 0.16277 -3.27 3.01 -0.59 -0.91
C -3.36713 0.39456 3.16987 -0.17 -0.74 0.59 -0.09
C -3.80300 -0.98996 2.64802 0.28 1.74 -0.45 -0.09
O -4.86443 -1.38467 3.48056 -0.32 -0.24 0.38 -0.68
S -5.54571 -0.16724 4.30067 -0.86 -1.22 1.64 2.51
O -5.28017 -0.33976 5.70557 0.46 0.45 -1.60 -0.87
O -6.93798 -0.07524 3.95265 1.75 0.59 -0.64 -0.86
O -4.59188 0.95380 3.63821 -1.22 0.34 0.32 -0.69
H -3.03837 1.05493 2.37255 0.34 -0.07 0.13 0.19
H -2.67439 0.30735 4.00833 0.17 0.23 -0.15 0.21
H -2.97758 -1.69487 2.65010 -0.25 -0.27 0.03 0.22
H -4.18102 -0.74089 1.65171 -0.09 -0.86 -0.20 0.16
C 4.70609 3.66349 -1.23413 0.55 -0.33 0.14 -0.10
C 3.26684 3.91549 -0.76309 -0.63 0.85 -1.48 -0.10
O 2.88698 5.14288 -1.41055 0.44 1.39 -0.68 -0.71
S 3.66773 5.37336 -2.82544 -0.15 -1.36 1.20 2.50
O 4.04366 6.74652 -2.93423 -0.51 -1.27 -0.32 -0.84
O 2.90288 4.64534 -3.82183 1.16 1.15 0.88 -0.90
O 4.97275 4.49652 -2.36214 -1.24 1.08 -1.04 -0.67
H 4.85258 2.63862 -1.57361 -0.03 -0.05 0.29 0.21
H 5.47714 3.94786 -0.51912 -0.25 -0.22 0.27 0.21
H 3.08848 4.13107 0.28571 0.30 -0.56 0.10 0.23
H 2.54814 3.23195 -1.22105 0.33 -0.74 0.68 0.18
C -0.07909 -2.67588 -4.52580 -1.52 -0.43 -0.36 -0.10
C -0.36346 -1.82877 -3.28013 0.13 1.13 -0.28 -0.10
O 0.25968 -2.45829 -2.18748 0.28 -1.45 0.24 -0.69
S 0.39668 -4.10051 -2.48835 -0.93 0.53 1.03 2.50
O -0.84133 -4.76777 -2.16605 0.99 1.09 -0.93 -0.88
O 1.56263 -4.56629 -1.80973 -0.35 0.70 -1.19 -0.85
O 0.55999 -3.86365 -4.07599 0.84 -0.75 0.89 -0.66
H 0.48778 -2.14078 -5.28363 0.64 -0.31 0.30 0.21
H -0.99170 -3.00037 -5.02991 -0.13 0.14 0.16 0.20
H -1.40663 -1.60518 -3.04747 -0.16 -0.58 -0.23 0.18
H 0.10051 -0.85474 -3.45715 0.23 -0.04 0.42 0.19
C -0.04005 -2.34871 1.42288 -0.42 1.10 0.46 -0.08
C 1.36538 -1.94643 1.00351 -0.44 -1.00 -0.36 -0.11
O 1.93859 -1.31893 2.14791 0.01 0.18 0.51 -0.68
S 1.43834 -2.06660 3.49776 0.78 -1.42 0.39 2.52
O 1.20236 -1.16014 4.58031 -0.06 -0.21 -1.44 -0.87
O 2.27746 -3.21206 3.74861 -0.96 1.25 -0.56 -0.88
O 0.04792 -2.55485 2.84690 0.07 -0.29 0.30 -0.70
H -0.42088 -3.21521 0.88822 0.18 -0.27 0.32 0.22
H -0.76343 -1.53971 1.31575 0.03 0.07 -0.22 0.17
H 1.39505 -1.28574 0.14314 0.02 0.24 0.21 0.21
H 1.83280 -2.88961 0.71259 0.78 0.23 0.30 0.21
```
Positions in Å, forces in eV/Å.

## Properties
HOMO level (spin up / spin down), Eh: -0.4810 / -0.4810
Total charge: +1
2S+1: 5
Expectation value of S²: 6.006
HOMO-LUMO gap (spin up / spin down), eV: 3.665 / 3.389
Relative energy (zero: lowest compared OMol25 entry of this formula, charge and spin), kcal per mole: 3.1

***

Molecular formula: C8H16ClIN2OPRh
Method: DFT, ωB97M-V with the def2-TZVPD basis set

XYZ file:
```
31
Properties=species:S:1:pos:R:3:forces:R:3:nbo_charge:R:1
C 3.44552 -1.10451 -0.09400 -5.45 -5.87 0.29 -0.98
I 4.89396 -0.01514 0.46906 3.58 4.81 1.90 0.31
H 2.28922 -1.22671 -0.27487 2.27 1.68 0.67 0.26
H 3.46126 -1.84221 0.76619 0.25 -0.42 -1.78 0.26
H 3.77376 -1.39842 -1.04282 0.52 -1.79 -1.11 0.24
Rh -1.41798 0.30493 -0.07044 -3.20 -0.02 4.93 1.00
P -0.79812 0.31834 -2.02718 2.76 -0.11 -7.70 1.00
C 0.72848 0.71710 -2.98598 0.45 0.52 0.40 -0.91
C -1.04711 -1.31263 -2.75542 -1.16 0.07 -0.33 -0.95
H -2.97412 1.07358 -2.57473 -0.06 0.48 -0.47 0.27
H -1.71784 1.45409 -3.90301 -0.48 0.14 0.71 0.29
H -1.79223 2.45417 -2.34728 -0.40 -0.39 -0.61 0.27
C -1.98177 1.46594 -2.82074 0.27 0.00 0.61 -0.92
H -1.98646 -1.74383 -2.40457 0.08 -0.16 -0.16 0.27
H -1.09659 -1.16421 -3.85283 -0.01 -0.12 0.51 0.28
H 0.41729 0.69893 -4.04222 -0.01 -0.02 0.37 0.27
H 1.51016 -0.04239 -2.85065 -0.25 0.19 0.12 0.27
H -0.22611 -1.96295 -2.52751 0.46 -0.38 0.17 0.27
H 1.13449 1.71131 -2.74943 -0.16 -0.35 -0.13 0.27
C 1.74026 0.74686 -0.19261 -1.68 3.72 0.04 0.46
O 1.75017 1.88863 -0.27226 0.59 -2.02 0.15 -0.49
Cl -3.72019 -0.50410 -0.11149 1.72 0.58 0.12 -0.35
N -1.73317 -0.65934 2.51395 1.31 0.41 0.03 -0.34
C -1.23536 -1.03120 3.69491 -0.81 0.82 -1.14 0.15
C 0.05486 -0.54038 3.84706 1.98 1.47 -2.34 -0.22
C 0.37717 0.10883 2.58687 -1.05 -1.39 1.19 0.03
N -0.77383 0.04101 1.78807 1.46 -0.78 1.67 -0.34
H -2.57622 -0.90608 1.98738 -0.13 -0.06 0.66 0.47
H -1.86760 -1.55333 4.34691 -0.55 -0.81 0.97 0.27
H 0.74284 -0.64887 4.69392 -0.53 -0.01 -0.44 0.30
H 1.38108 0.46589 2.19623 -1.75 -0.19 0.69 0.29
```
Positions in Å, forces in eV/Å.

## Properties
HOMO level (spin up / spin down), Eh: -0.5237 / -0.5216
Total charge: +2
2S+1: 5
Expectation value of S²: 6.022
HOMO-LUMO gap (spin up / spin down), eV: 6.999 / 1.958
Relative energy (zero: lowest compared OMol25 entry of this formula, charge and spin), kcal per mole: 62.9

***

Molecular formula: C8H16ClN2O4PSi
Method: DFT, ωB97M-V with the def2-TZVPD basis set

XYZ file:
```
33
Properties=species:S:1:pos:R:3:forces:R:3:nbo_charge:R:1
C 3.18872 -0.16811 0.81909 -0.21 -0.22 0.21 -1.11
Si 1.86616 -0.88775 -0.30230 1.41 0.21 -0.39 1.38
C 1.42440 0.33582 -1.60585 -0.33 -0.20 -0.18 -1.15
C 2.45622 -2.55511 -0.93860 -0.72 0.22 0.38 -1.10
P 0.09454 -1.25407 1.09445 -0.28 0.54 0.34 1.02
N 0.26558 -0.31112 2.47456 -0.35 -0.50 0.14 -1.11
C -1.52073 -0.79898 0.42432 -0.40 -0.05 0.13 -0.15
C -1.72803 -0.51514 -0.90713 0.38 -0.01 -0.50 -0.19
C -2.97849 -0.08065 -1.32997 -0.18 -0.02 0.46 -0.13
C -3.97206 0.02109 -0.37427 0.29 -0.04 -0.29 -0.20
C -3.66830 -0.31452 0.94351 -0.43 0.13 0.18 0.06
N -2.47738 -0.70763 1.35910 0.21 -0.03 -0.17 -0.42
H 2.84893 -0.00433 1.84213 -0.01 0.07 -0.03 0.26
H 3.51437 0.79590 0.42994 -0.05 0.03 -0.02 0.27
H 4.04178 -0.84825 0.85730 0.03 0.03 -0.04 0.24
H 2.35378 0.78728 -1.95993 0.04 0.03 0.13 0.27
H 0.82480 1.13075 -1.15338 0.07 0.13 -0.24 0.32
H 0.92408 -0.08006 -2.48155 -0.05 -0.02 0.06 0.24
H 2.83113 -3.14858 -0.10401 0.10 -0.09 -0.10 0.24
H 1.63563 -3.09701 -1.41279 0.16 -0.11 -0.14 0.24
H 3.25253 -2.38240 -1.66092 0.03 -0.06 -0.03 0.26
H 0.01936 -2.59049 1.52716 -0.04 -0.03 -0.12 0.00
H -0.60309 0.18681 2.66789 0.10 0.20 -0.15 0.44
H 0.46453 -0.87195 3.29664 0.22 0.12 -0.02 0.40
H -0.92323 -0.59837 -1.62358 -0.01 0.03 0.07 0.23
H -3.15322 0.18755 -2.36140 0.02 0.00 -0.01 0.24
H -4.96304 0.36235 -0.63612 -0.02 0.01 0.06 0.23
H -4.44865 -0.24494 1.69340 0.10 -0.01 0.07 0.20
O -0.09868 4.94872 -0.31517 -0.05 -0.14 0.01 -0.84
Cl -0.31836 3.54574 -0.11412 -0.08 0.02 0.04 2.55
O -1.05293 2.98402 -1.23152 -0.06 -0.10 -0.05 -0.90
O -1.05846 3.31795 1.10561 -0.05 -0.07 0.03 -0.88
O 0.95812 2.85549 -0.02249 0.17 -0.03 0.15 -0.91
```
Positions in Å, forces in eV/Å.

## Properties
HOMO level, Eh: -0.3175
HOMO-LUMO gap, eV: 7.811
Relative energy (zero: lowest compared OMol25 entry of this formula, charge and spin), kcal per mole: 0.0